(1)
Computed, not measured: a 2-piece molecular cluster, C9H14O overall, with ωB97M-V/def2-TZVPD.

Geometry as ORCA input:
```
! RIJCOSX wB97M-V def2-TZVPD def2/J DEFGRID3
* xyz 0 1
C -2.625 0.227 -0.157
C -1.287 0.694 0.416
C -0.472 -0.216 1.077
C 0.707 0.223 1.696
C 0.991 1.560 1.670
O 2.094 2.148 2.249
C 0.133 2.499 1.082
C -1.043 2.075 0.482
H -3.363 1.014 -0.281
H -3.056 -0.580 0.422
H -2.372 -0.154 -1.154
H -0.705 -1.256 0.904
H 1.350 -0.528 2.137
H 2.930 1.658 2.264
H 0.326 3.555 1.181
H -1.690 2.789 -0.008
C 0.347 -1.799 -2.020
C 1.694 -2.177 -1.462
H 0.060 -2.177 -3.002
H -0.477 -1.982 -1.329
H 0.319 -0.718 -2.220
H 1.914 -1.660 -0.533
H 2.467 -1.955 -2.197
H 1.760 -3.241 -1.219
*
```

Results
SMILES   Cc1ccc(O)cc1.CC
LUMO level   0.84 eV
Orbital gap   9.261 eV

Atomic partial charges in e from the Mulliken method, atoms 1 to 5: number 1, C, carries -1.465; number 2, C, carries 0.822; number 3, C, carries -0.606; number 4, C, carries -0.655; number 5, C, carries 0.618

(2)
Computed, not measured: a 2-piece molecular cluster, C9H14O overall, with ωB97M-V/def2-TZVPD.

Geometry as ORCA input:
```
! RIJCOSX wB97M-V def2-TZVPD def2/J DEFGRID3
* xyz 0 1
C -2.501 2.198 -2.109
C -1.703 1.084 -1.401
C -2.211 0.173 -0.429
C -1.343 -0.702 0.181
C -0.040 -0.808 -0.348
O 0.585 -1.952 0.126
C 0.459 -0.051 -1.370
C -0.399 0.944 -1.897
H -2.914 1.774 -3.008
H -1.727 2.930 -2.383
H -3.063 2.788 -1.392
H -3.284 0.230 -0.367
H -1.576 -1.136 1.143
H 1.267 -2.225 -0.510
H 1.445 -0.253 -1.743
H -0.093 1.687 -2.619
C 2.306 -0.204 1.921
C 1.959 -1.526 2.598
H 2.914 0.492 2.507
H 2.880 -0.347 0.988
H 1.431 0.440 1.812
H 2.280 -1.578 3.641
H 2.444 -2.320 2.043
H 0.885 -1.638 2.615
*
```

Results
SMILES   Cc1ccc(O)cc1.CC
LUMO level   0.85 eV
Orbital gap   9.149 eV

Atomic partial charges in e from the Mulliken method, atoms 1 to 5: number 1, C, carries -1.297; number 2, C, carries 0.640; number 3, C, carries -0.532; number 4, C, carries -0.659; number 5, C, carries 0.828

(3)
Computed, not measured: a 2-piece molecular cluster, C9H14O overall, with ωB97M-V/def2-TZVPD.

Geometry as ORCA input:
```
! RIJCOSX wB97M-V def2-TZVPD def2/J DEFGRID3
* xyz 0 1
C 2.137 2.113 0.403
C 1.770 0.852 -0.352
C 0.700 0.052 0.017
C 0.463 -1.130 -0.704
C 1.286 -1.429 -1.779
O 0.992 -2.629 -2.402
C 2.214 -0.535 -2.316
C 2.360 0.626 -1.585
H 2.493 1.680 1.354
H 1.241 2.676 0.665
H 2.970 2.647 -0.033
H -0.012 0.416 0.749
H -0.280 -1.771 -0.248
H 1.740 -3.235 -2.547
H 2.827 -0.800 -3.163
H 3.138 1.311 -1.908
C -3.408 -0.809 1.451
C -3.161 0.642 2.040
H -3.131 -1.561 2.180
H -4.379 -0.821 0.976
H -2.638 -1.044 0.707
H -3.155 0.403 3.099
H -3.948 1.321 1.721
H -2.219 1.024 1.675
*
```

Results
SMILES   Cc1ccc(O)cc1.CC
LUMO level   0.91 eV
Orbital gap   9.450 eV

Atomic partial charges in e from the Mulliken method, atoms 1 to 5: number 1, C, carries -1.252; number 2, C, carries 0.400; number 3, C, carries -0.174; number 4, C, carries -0.515; number 5, C, carries 0.637

(4)
Computed, not measured: a 2-piece molecular cluster, C9H14O overall, with ωB97M-V/def2-TZVPD.

Geometry as ORCA input:
```
! RIJCOSX wB97M-V def2-TZVPD def2/J DEFGRID3
* xyz 0 1
C 0.698 1.144 -2.368
C -0.155 0.924 -1.130
C -0.734 -0.302 -0.882
C -1.710 -0.421 0.117
C -2.030 0.669 0.915
O -3.075 0.748 1.779
C -1.181 1.789 0.887
C -0.449 2.005 -0.259
H 0.634 0.327 -3.089
H 1.755 1.156 -2.104
H 0.278 2.043 -2.817
H -0.429 -1.252 -1.305
H -2.390 -1.260 0.238
H -3.731 0.065 1.607
H -1.338 2.638 1.539
H -0.070 2.965 -0.588
C 2.338 -1.606 0.454
C 1.133 -1.803 1.427
H 3.115 -2.355 0.589
H 1.938 -1.590 -0.561
H 2.761 -0.614 0.606
H 0.641 -0.828 1.428
H 1.544 -1.865 2.427
H 0.457 -2.577 1.090
*
```

Results
SMILES   Cc1ccc(O)cc1.CC
LUMO level   0.83 eV
Orbital gap   9.126 eV

Atomic partial charges in e from the Mulliken method, atoms 1 to 5: number 1, C, carries -1.549; number 2, C, carries 0.867; number 3, C, carries -0.438; number 4, C, carries -0.714; number 5, C, carries 0.806

It comes down to (1), which is 39.6 kJ/mol more stable than the next structure.